# 1
A 9-piece molecular cluster, C22H57BF4N2O6 overall, computed with ωB97M-V/def2-TZVPD.

Last column: Löwdin charge in e.
Atoms and positions in Å:
1 C -46.0678 -61.3875 76.8282  -0.076
2 C -46.2586 -61.9155 75.3736  -0.202
3 C -46.5748 -63.4117 75.4484  -0.110
4 N -46.6959 -64.1151 74.0767  -0.245
5 C -45.3624 -63.9597 73.1714  0.100
6 C -47.8126 -63.5699 73.3073  -0.199
7 C -48.3585 -64.6357 72.4235  -0.153
8 C -47.6275 -65.9726 72.8907  -0.107
9 C -47.0169 -65.5032 74.2242  -0.153
10 H -47.0001 -61.2449 77.4582  0.102
11 H -45.7912 -60.3731 76.9690  0.066
12 H -45.3213 -61.9321 77.2704  0.031
13 H -45.3599 -61.6679 74.9515  0.052
14 H -47.2452 -61.4285 75.1244  0.125
15 H -47.3907 -63.6291 76.2310  0.166
16 H -45.6820 -63.9752 75.8201  0.125
17 H -45.0360 -62.8455 73.1426  0.142
18 H -45.3506 -64.3796 72.3392  0.010
19 H -44.5680 -64.4407 73.6838  0.087
20 H -47.1969 -62.7047 72.6696  0.171
21 H -48.4734 -62.9342 74.1109  0.171
22 H -48.2697 -64.2315 71.2659  0.159
23 H -49.5515 -64.5898 72.5684  0.144
24 H -46.8474 -66.3817 72.2458  0.109
25 H -48.3139 -66.7692 72.8401  0.096
26 H -46.0812 -66.1226 74.4445  0.156
27 H -47.6717 -65.8264 75.0932  0.148
28 B -45.9936 -65.2195 78.8194  -1.352
29 F -46.9685 -65.4936 77.8702  0.131
30 F -45.6732 -63.9196 78.7694  0.188
31 F -46.5859 -65.6677 80.0195  0.123
32 F -44.8237 -65.9590 78.5826  0.121
33 C -43.6272 -68.4357 80.3275  -0.049
34 C -45.0027 -69.2277 80.2463  -0.255
35 N -45.9963 -69.7238 80.2084  0.122
36 H -43.2290 -68.4426 79.3127  0.045
37 H -43.6651 -67.3565 80.5786  0.063
38 H -42.8622 -69.0175 80.9862  0.098
39 C -45.5656 -69.4896 75.8185  -0.062
40 C -45.6095 -68.2908 76.6628  -0.349
41 O -46.9234 -67.9978 76.7921  0.013
42 H -44.6045 -69.8350 75.8448  0.046
43 H -45.7003 -69.5804 74.8118  0.045
44 H -46.1398 -70.2833 76.3159  0.106
45 H -45.1110 -67.4231 76.2345  0.105
46 H -45.1171 -68.4572 77.5387  0.066
47 H -47.0234 -67.2568 77.2162  -0.042
48 C -50.1550 -65.4936 77.0027  -0.060
49 C -51.3369 -65.2883 76.0867  -0.321
50 O -50.9532 -64.5988 74.9356  -0.035
51 H -50.4374 -65.9666 77.9105  0.086
52 H -49.8747 -64.5022 77.2328  0.052
53 H -49.4706 -66.0747 76.5785  0.017
54 H -52.1712 -64.9113 76.7627  0.137
55 H -51.7498 -66.2188 75.7998  0.096
56 H -50.9840 -63.7331 75.2156  0.039
57 C -49.9422 -62.4635 80.7782  -0.086
58 C -49.0295 -62.6315 79.6542  -0.364
59 O -47.6863 -62.3105 79.9346  -0.045
60 H -49.6673 -63.1789 81.4472  0.014
61 H -51.0324 -62.7410 80.5915  0.115
62 H -49.7324 -61.4745 81.2247  0.096
63 H -49.3420 -62.2762 78.6650  0.094
64 H -49.1482 -63.7222 79.3270  0.115
65 H -46.8910 -62.7035 79.6812  0.017
66 C -50.2206 -65.8270 83.6210  -0.087
67 C -48.8890 -66.0566 82.7159  -0.438
68 O -48.0171 -65.0900 82.7422  -0.056
69 H -50.9100 -66.7107 83.5853  0.063
70 H -50.8180 -64.8156 83.2361  0.112
71 H -49.7975 -65.6960 84.5908  0.030
72 H -49.2134 -66.1391 81.5751  0.128
73 H -48.4551 -67.1844 83.0321  0.152
74 H -47.5094 -65.3825 81.9814  0.065
75 C -44.7721 -62.9630 82.4384  -0.044
76 C -43.4491 -63.5695 82.0685  -0.289
77 O -43.2639 -63.5673 80.6482  -0.084
78 H -45.0099 -63.0503 83.3621  0.006
79 H -45.4335 -63.2408 81.5493  0.102
80 H -44.7755 -61.8995 82.3188  0.077
81 H -43.1440 -64.6300 82.2654  0.108
82 H -42.4653 -63.0779 82.5124  0.140
83 H -43.8954 -63.8560 80.0881  -0.025
84 C -42.4607 -63.0524 75.7990  -0.024
85 C -42.7294 -64.0927 76.8006  -0.420
86 O -43.4756 -65.0906 76.3929  -0.032
87 H -41.7046 -62.3984 76.1243  0.081
88 H -43.5278 -62.6007 75.5179  0.119
89 H -41.9984 -63.4700 75.1006  -0.008
90 H -43.1625 -63.7005 77.6108  0.064
91 H -41.8348 -64.3826 77.3226  0.128
92 H -43.6963 -65.7384 77.0817  0.084

Atomic forces in eV per Å
-2.8 0.8 0.0
-4.3 0.0 3.1
2.3 -1.0 1.0
1.1 1.2 -0.3
0.1 5.6 9.1
1.0 5.9 -0.2
-2.8 0.7 -2.7
0.2 2.1 -0.9
0.6 -5.1 1.3
0.7 -1.5 -0.6
0.9 1.3 -1.1
1.5 -1.6 1.7
1.7 0.7 -2.2
1.5 0.1 -1.0
0.7 0.0 -1.9
-0.5 0.6 0.3
-1.1 -1.9 -0.1
-1.3 -3.5 -7.7
0.6 -0.5 1.2
-2.3 -1.8 1.5
1.0 -2.0 -2.3
0.1 -1.6 2.8
2.7 -0.8 -0.2
0.2 0.8 -0.4
-1.0 -0.9 1.0
-1.0 1.1 -0.2
0.5 1.4 -0.8
-1.0 -2.3 0.8
-0.5 0.0 -1.4
0.5 2.3 0.4
0.5 0.5 0.6
0.4 -0.5 0.0
-0.3 -2.0 0.2
7.1 4.5 0.8
-4.5 -2.5 -0.3
0.0 -0.2 0.0
-0.7 -0.9 0.3
-1.6 1.1 -1.0
-0.1 -1.8 2.3
-0.2 1.1 -3.2
-1.9 -5.5 -3.0
3.0 -1.2 0.5
-1.4 1.0 -2.9
-0.1 0.2 -0.2
0.5 0.2 -0.5
1.2 -0.7 2.8
-1.1 6.6 4.0
-3.3 1.7 0.8
-0.9 -1.3 2.2
-0.4 -1.9 -0.9
-0.4 -0.4 0.9
1.2 1.0 0.5
3.3 -2.0 -1.9
0.7 0.7 -1.3
-0.2 -1.2 -0.7
0.1 3.4 0.4
-1.7 2.1 -0.2
1.1 -3.9 -3.7
-2.5 2.9 2.1
1.0 -1.8 2.4
1.3 1.0 -0.3
-0.8 -0.3 0.0
-0.1 1.4 0.2
0.7 0.6 0.8
1.0 -2.0 -1.4
0.3 1.6 -2.9
-5.4 -5.7 -1.1
2.8 2.4 0.5
0.8 0.8 0.0
1.6 -2.6 1.2
-0.3 0.3 1.0
0.0 -0.6 2.1
-0.9 2.7 -0.7
1.2 1.1 -0.3
1.4 0.4 -7.3
3.3 -0.9 -0.6
4.6 2.7 2.1
-2.4 -1.6 5.9
0.0 -0.3 2.0
0.7 1.0 -0.3
-1.5 0.4 1.0
-2.2 -0.2 -0.9
-3.9 -1.6 -2.0
-5.9 3.0 4.0
3.0 1.3 1.6
-2.4 -3.9 -2.9
0.2 1.6 1.0
2.7 -0.5 0.2
3.2 -3.6 -7.0
-2.2 2.4 3.2
1.4 -0.7 -0.4
0.0 0.6 0.0

Summary:
* frontier orbital gap: 8.845 eV
* charge: 0
* HOMO: -0.32793 hartree
* lowest unoccupied orbital energy: -0.003 hartree
* 2S+1: 1

---

# 2
C22H57N3O9Sr as an isolated structure, computed with ωB97M-V/def2-TZVPD.

Last column: Löwdin charge in e.
Atoms and positions in Å:
1 Sr 0.3401 0.4484 -0.8565  1.638
2 C -0.4678 -2.1599 -3.0659  -0.063
3 O -0.1222 -1.8904 -1.7095  -0.349
4 C 0.2993 -3.1085 -1.0533  -0.161
5 C 1.6799 -3.5208 -1.4869  -0.186
6 N 2.5859 -3.4547 -0.3581  -0.086
7 C 3.9626 -3.8243 -0.7739  -0.152
8 C 4.8223 -3.6297 0.4658  -0.392
9 O 6.0583 -3.5571 0.3698  -0.105
10 C 6.6008 -4.7311 -0.1292  -0.043
11 H -0.8604 -1.2171 -3.5579  0.109
12 H -1.3840 -2.7081 -3.1542  0.100
13 H 0.3710 -2.4571 -3.6402  0.088
14 H -0.4498 -3.9231 -1.2565  0.155
15 H 0.2725 -3.0080 0.0223  0.120
16 H 2.1254 -2.7637 -2.0979  0.110
17 H 1.6603 -4.4668 -1.9217  0.118
18 H 2.2778 -4.1444 0.3766  0.159
19 H 4.2909 -3.0985 -1.5295  0.126
20 H 4.0421 -4.8410 -1.1434  0.127
21 H 4.5287 -4.4146 1.2010  0.148
22 H 4.5744 -2.6760 0.9017  0.110
23 H 6.4152 -4.6068 -1.2155  0.117
24 H 6.0687 -5.5891 0.2028  0.094
25 H 7.5702 -4.8101 0.1747  0.077
26 C 3.5439 -0.3082 -2.1611  -0.122
27 O 2.2872 0.1655 -2.3693  -0.318
28 C 2.1091 0.5532 -3.7492  -0.158
29 C 1.3537 1.9009 -3.6879  -0.194
30 N 0.0441 1.6888 -3.0807  -0.150
31 C -0.6953 2.9485 -2.6789  -0.127
32 C -0.0483 3.6865 -1.5351  -0.387
33 O 0.3181 2.9707 -0.5830  -0.249
34 C 0.8358 3.7052 0.5497  -0.007
35 H 4.3632 0.4231 -2.3230  0.130
36 H 3.7332 -1.0264 -2.8919  0.078
37 H 3.6606 -0.7811 -1.2139  0.075
38 H 1.5951 -0.2048 -4.3607  0.133
39 H 3.0450 0.7613 -4.3219  0.150
40 H 1.2374 2.2020 -4.7703  0.150
41 H 1.9724 2.6885 -3.1815  0.146
42 H -0.4340 1.3693 -3.9549  0.141
43 H -1.6892 2.7709 -2.2943  0.098
44 H -0.7757 3.5872 -3.5776  0.148
45 H -0.6688 4.5441 -1.2770  0.155
46 H 0.8324 4.1651 -2.0065  0.138
47 H 0.0375 4.2223 1.1005  0.113
48 H 1.5889 4.3620 0.3249  0.076
49 H 1.3458 3.1020 1.3417  0.113
50 C -2.3643 -0.7959 -0.0916  -0.123
51 O -2.2352 0.4966 -0.6696  -0.286
52 C -3.5001 0.9249 -1.1750  -0.196
53 C -4.7462 0.6921 -0.3525  -0.250
54 N -4.6015 1.2961 0.9308  -0.064
55 C -5.6576 0.8269 1.8802  -0.151
56 C -5.6704 1.6380 3.1598  -0.449
57 O -6.0936 2.7707 3.1447  -0.092
58 C -5.6761 3.5725 4.2027  -0.053
59 H -2.9327 -0.8639 0.8931  0.128
60 H -1.3872 -1.1575 0.2323  0.050
61 H -2.7898 -1.5190 -0.7931  0.112
62 H -3.7315 0.5033 -2.1868  0.145
63 H -3.4660 1.9832 -1.3609  0.107
64 H -4.9675 -0.3608 -0.2293  0.115
65 H -5.6361 1.0759 -0.8499  0.134
66 H -4.5401 2.3223 0.8477  0.137
67 H -5.5768 -0.2634 2.0599  0.129
68 H -6.6876 0.9952 1.4250  0.141
69 H -4.6577 1.5489 3.4854  0.110
70 H -6.2645 0.9884 3.8296  0.143
71 H -6.1644 4.5540 4.2342  0.105
72 H -4.6203 3.7508 4.2141  0.080
73 H -6.0335 3.1229 5.1386  0.107
74 C -0.9506 2.3407 3.2842  -0.089
75 C -1.3815 1.7488 2.0728  -0.309
76 O -0.3665 0.8678 1.5419  -0.215
77 H -0.2314 3.1772 3.2116  0.094
78 H -0.6752 1.6771 4.0367  0.074
79 H -1.7011 2.9314 3.7670  0.086
80 H -1.7028 2.5133 1.3405  0.127
81 H -2.2818 1.1417 2.2841  0.114
82 H -0.0235 0.3300 2.2966  0.066
83 C 2.7585 -0.5513 1.6028  -0.218
84 C 2.2316 -1.2713 2.7707  -0.224
85 O 1.0008 -0.7795 3.2519  -0.027
86 O 1.9100 -0.8868 0.5399  -0.205
87 H 3.8290 -0.7844 1.5309  0.138
88 H 2.5978 0.4749 1.8273  0.124
89 H 3.0170 -1.1573 3.5204  0.146
90 H 2.1848 -2.2816 2.5958  0.102
91 H 0.7963 -1.1161 4.1117  0.110
92 H 2.1350 -1.8210 0.3811  0.039

Atomic forces in eV per Å
-0.5 -0.2 0.8
-1.5 2.8 -0.3
0.0 -0.7 0.1
-1.3 -0.8 -0.8
0.2 1.4 1.4
0.3 -1.5 1.4
-0.3 0.9 0.5
-7.2 0.1 2.0
7.7 0.6 -0.2
-1.6 0.5 -2.5
0.9 -0.4 0.8
0.0 -1.4 0.2
0.6 -0.9 -0.5
0.5 0.8 -0.1
-0.1 0.7 0.3
-0.3 0.3 -1.3
0.2 -1.6 -1.1
0.5 0.8 -0.9
-0.1 -0.3 -0.1
-0.2 -0.2 -0.3
-0.4 0.0 0.0
-1.1 0.5 0.3
1.0 -0.9 0.2
-0.7 -0.9 0.5
2.8 -0.1 0.3
2.7 0.1 0.1
-1.4 0.9 -1.1
-0.1 1.8 -0.2
1.2 0.3 -1.5
-1.5 0.4 -1.2
0.1 -0.2 -0.6
-0.2 5.9 -7.5
2.5 -5.1 7.7
-1.2 -1.7 2.2
-0.6 0.1 0.4
0.6 -1.7 -1.3
-0.2 -0.1 0.9
-0.2 0.0 0.6
-0.2 -0.3 1.0
0.2 0.2 1.0
-0.5 -0.9 -0.3
-0.3 -0.1 1.6
-0.5 -1.0 -0.5
0.0 0.1 0.6
-0.5 0.1 0.2
0.1 0.4 0.1
0.0 0.0 -0.6
1.6 2.0 -1.5
-0.8 -0.5 -1.1
-0.3 -0.9 1.7
-0.8 -0.6 0.4
-1.2 0.0 -1.9
0.2 -0.1 0.4
-0.1 -0.1 1.5
-1.3 1.5 -1.8
3.0 -11.4 0.8
-3.7 10.8 -1.8
-1.4 0.8 1.4
0.2 0.7 -1.4
0.1 0.1 -0.3
0.0 0.1 0.0
0.6 -0.1 0.6
0.5 0.6 0.1
0.2 -0.4 0.1
0.0 0.2 -0.8
-0.5 -0.7 0.3
0.3 0.7 0.1
0.9 -0.4 0.2
1.5 0.0 0.8
0.1 -0.3 0.5
0.0 -0.3 -0.8
0.9 -0.3 0.0
0.5 -0.2 0.1
0.9 3.7 1.9
-1.7 -1.5 -1.8
0.2 0.1 0.0
0.5 -0.8 -0.3
0.9 -1.4 1.2
-1.3 0.1 0.1
0.5 -0.6 -0.1
0.2 0.2 -0.4
0.0 0.2 -0.5
-0.8 0.2 1.0
1.5 1.3 2.5
-0.3 0.8 -1.1
0.3 0.3 -1.2
-0.3 0.1 -0.7
0.3 1.2 -0.1
-0.1 0.0 0.5
-0.3 -2.7 -0.7
0.0 -0.4 0.8
0.0 -0.9 -0.9

Summary:
* frontier orbital gap: 8.863 eV
* charge: +2
* HOMO: -0.48149 hartree
* lowest unoccupied orbital energy: -0.156 hartree
* 2S+1: 1